13
Properties=species:S:1:pos:R:3:mulliken_charge:R:1 method="wB97M-V/def2-TZVPD" smiles="C=C(C)NC=S" gap_ev=8.1 multiplicity=1 total_charge=0 de_lowest_kcal_mol=83.0
C -0.057 1.479 0.033 -1.113
C -0.507 0.069 -0.245 0.747
C -1.802 -0.404 -0.157 -0.727
C 1.608 -1.097 0.119 -0.224
H 0.820 1.972 -0.569 0.291
H -0.838 2.403 0.349 0.268
H 0.502 1.402 1.059 0.312
H -2.667 0.399 -0.542 0.236
H -1.821 -1.519 0.168 0.209
H -0.215 -1.894 -0.060 0.194
H 1.924 -2.049 0.046 0.375
N 0.325 -0.963 -0.030 -0.223
S 2.729 0.202 -0.170 -0.346

50
Properties=species:S:1:pos:R:3:mulliken_charge:R:1 method="wB97M-V/def2-TZVPD" smiles="C=C(C)CSc1nnc(CCCCCNC(=O)OC(C)(C)C)o1" gap_ev=9.4 multiplicity=1 total_charge=0 de_lowest_kcal_mol=46.5
C 8.176 -0.504 1.099 -0.974
C 7.425 -1.177 0.241 0.887
C 7.110 -0.625 -1.120 -0.891
H 8.017 -0.430 -1.695 0.467
H 6.448 -1.284 -1.677 0.360
S 6.281 1.010 -1.043 -0.170
C 4.737 0.493 -0.490 0.472
N 4.307 -0.720 -0.322 -0.149
N 3.032 -0.615 0.113 -0.588
C 2.744 0.639 0.188 0.439
C 1.477 1.263 0.629 -0.465
H 1.564 1.502 1.694 0.310
H 1.347 2.204 0.090 0.262
C 0.286 0.332 0.408 -0.589
C -0.994 0.920 0.995 -0.656
C -2.201 0.020 0.743 -0.428
H -2.371 -0.076 -0.331 0.254
H -2.002 -0.977 1.142 0.363
C -3.462 0.588 1.398 -0.882
N -4.630 -0.214 1.128 -0.130
C -5.626 0.200 0.309 0.712
O -5.690 1.304 -0.177 -0.642
O -6.516 -0.799 0.157 -0.462
C -7.721 -0.594 -0.620 1.694
C -7.369 -0.273 -2.072 -1.633
H -6.739 -1.058 -2.486 0.382
H -8.278 -0.202 -2.663 0.451
H -6.835 0.671 -2.127 0.348
C -8.567 0.519 -0.003 -1.648
H -8.037 1.466 -0.060 0.357
H -8.775 0.295 1.041 0.379
H -9.507 0.606 -0.540 0.457
C -8.453 -1.934 -0.530 -1.696
H -7.832 -2.726 -0.940 0.400
H -8.672 -2.170 0.508 0.400
H -9.383 -1.887 -1.088 0.411
H -4.641 -1.176 1.427 0.243
H -3.318 0.662 2.481 0.323
H -3.677 1.583 1.002 0.357
H -0.868 1.058 2.071 0.334
H -1.182 1.901 0.553 0.341
H 0.157 0.160 -0.662 0.310
H 0.505 -0.631 0.871 0.340
O 3.798 1.415 -0.187 -0.345
C 6.826 -2.515 0.535 -1.188
H 7.087 -2.846 1.535 0.366
H 7.179 -3.252 -0.186 0.283
H 5.742 -2.449 0.445 0.281
H 8.407 -0.892 2.075 0.294
H 8.577 0.467 0.860 0.259